Formula: C23H34N2O8RhSi4
Source: the OMol25 dataset
Level of theory: ωB97M-V with the def2-TZVPD basis set

The geometry in XYZ format:
```
72
Properties=species:S:1:pos:R:3:forces:R:3:mulliken_charge:R:1
Rh -0.52404 0.36540 0.84758 1.308 -0.007 0.567 -0.6479
Si 0.02815 0.00962 -1.21975 -0.261 -0.196 -0.334 0.2946
Si -2.62365 0.81448 0.02597 -0.312 -0.268 -0.088 1.5323
Si 0.84447 1.58868 -2.79232 0.091 -0.070 0.181 0.6076
Si -0.79483 -1.92171 -2.36106 0.210 0.168 0.050 0.9434
O 2.92809 4.37072 5.52496 -0.360 0.011 0.111 -0.7129
O 1.76080 -0.88149 -0.92720 0.061 -0.193 -0.014 -0.1847
O -2.01666 -2.03800 4.09476 -0.064 0.052 0.025 -0.7791
O -1.70351 -0.31136 2.67920 -0.121 0.193 0.145 -0.3575
O 3.75781 2.41201 6.27792 -0.240 -0.197 0.193 -0.7384
O -0.39241 2.32536 0.44806 -0.275 -0.201 0.228 -0.0734
O 3.33745 -2.29521 -0.35333 -0.040 0.050 -0.051 -0.5042
O -0.10150 4.24921 1.48535 0.145 -0.019 0.214 -0.7308
N 1.12235 0.99291 2.28983 -0.296 0.511 0.061 0.4404
N 0.29449 -1.74831 1.42851 -0.437 0.232 0.043 2.1248
C -2.16016 -1.53887 -3.59748 -0.030 -0.151 0.006 -1.1773
C 1.41488 -2.35677 1.00041 0.176 0.234 -0.300 -0.0183
C 0.91627 2.31602 2.46555 0.172 0.030 0.045 0.8523
C 0.91955 3.33441 -2.12905 -0.021 -0.041 -0.089 -1.0987
C 2.60001 1.02068 -3.20374 0.009 0.108 -0.087 -1.1256
C 1.90860 0.37779 3.17319 0.061 -0.193 -0.118 -0.0061
C -1.46115 -1.43511 3.18102 0.077 -0.198 -0.180 -0.1103
C -2.69591 1.45297 -1.75627 -0.079 0.031 -0.005 -0.8859
C 0.07195 3.04995 1.44092 -0.014 -0.047 -0.381 -0.1634
C 2.33315 2.38456 4.40336 -0.278 -0.152 0.104 0.1374
C -3.31518 2.16142 1.13105 -0.029 -0.059 0.048 -1.3902
C -1.40923 -3.28551 -1.21396 -0.022 -0.032 -0.123 -1.1262
C 2.13587 -1.76981 -0.16568 -0.056 -0.036 0.148 -0.3664
C -0.25998 -2.18837 2.55399 0.019 -0.080 0.000 0.0468
C 1.36263 -3.94918 2.76828 0.000 0.053 -0.020 -0.8333
C 0.66988 -2.64422 -3.32483 -0.105 -0.065 -0.058 -1.3048
C -0.12601 1.54783 -4.40607 0.030 0.016 0.008 -1.0836
C 1.98703 -3.44986 1.62990 -0.220 0.006 0.101 -0.7380
C 1.49905 3.02725 3.49978 0.017 0.157 -0.018 -1.0492
C -3.79159 -0.66526 0.12247 -0.013 0.061 -0.137 -1.0943
C 0.24411 -3.30101 3.23664 -0.026 -0.001 0.009 -0.4244
C 2.52724 1.02343 4.22482 0.076 0.021 0.068 -1.2681
C 3.04596 3.13486 5.55516 0.831 0.244 -0.427 0.4710
H -3.72486 -1.14298 1.10080 0.009 0.009 0.004 0.2607
H -4.35824 2.34692 0.85575 -0.015 0.029 0.002 0.3974
H -3.29398 1.84699 2.17662 0.018 -0.037 -0.018 0.2784
H 1.37756 3.97960 -2.88489 0.005 0.038 0.021 0.4755
H 2.06689 -0.68512 3.01582 -0.039 -0.011 0.048 0.3094
H -2.32568 -2.42779 -4.21346 -0.032 0.009 -0.028 0.4660
H 2.89080 -3.89803 1.25032 0.014 0.041 -0.049 0.5597
H -2.75176 3.09004 1.03965 -0.022 -0.009 -0.041 0.2696
H -1.18044 1.78406 -4.26068 -0.001 0.012 0.005 0.3209
H 3.21311 0.90537 -2.30933 -0.011 0.027 0.035 0.2367
H -3.73608 1.63510 -2.04478 -0.014 -0.002 -0.001 0.5808
H 0.30867 -3.42695 -3.99840 0.025 0.002 -0.022 0.4827
H -3.09735 -1.30503 -3.08934 0.012 0.001 -0.003 0.2944
H -3.56028 -1.40485 -0.64609 -0.022 -0.015 0.011 0.0055
H 3.17155 0.51087 4.92697 -0.009 -0.062 -0.037 0.4989
H 2.60182 0.07428 -3.74952 0.004 -0.015 0.021 0.2746
H 1.77372 -4.80818 3.28106 -0.015 0.001 0.022 0.4324
H -0.05534 0.57478 -4.89765 0.007 -0.003 0.018 0.2412
H -2.43523 -3.10530 -0.89595 -0.001 -0.002 0.012 0.3447
H -4.82580 -0.34449 -0.03641 -0.009 0.015 0.022 0.4150
H -2.29041 0.74248 -2.48197 -0.023 0.058 0.011 -0.3163
H 1.32768 4.08985 3.60261 -0.040 -0.011 -0.041 0.6128
H -1.38372 -4.23997 -1.74850 -0.021 -0.008 0.005 0.4422
H 0.29374 2.29406 -5.08639 0.002 0.004 -0.015 0.4449
H 3.73571 -1.86719 -1.12818 -0.031 0.038 0.006 0.4004
H 3.07737 1.77509 -3.83572 0.019 -0.031 -0.028 0.4256
H -0.28970 -3.58879 4.13130 0.026 -0.042 0.010 0.6053
H -0.81276 -3.39043 -0.31032 0.091 -0.018 0.034 0.1693
H 1.18434 -1.89289 -3.92723 -0.012 0.015 -0.004 0.2524
H -0.06797 3.72235 -1.88399 -0.039 0.001 -0.007 0.2399
H -2.15578 2.39568 -1.85614 0.049 0.034 0.050 0.2853
H 1.50233 3.39579 -1.21039 0.052 -0.032 -0.010 0.2840
H -1.92013 -0.70568 -4.25849 0.029 -0.024 -0.002 0.2766
H 1.40626 -3.10914 -2.66500 0.012 0.017 0.038 0.2753
```
Forces are in eV/Å.

Summary:
**Lowest unoccupied orbital energy**: 0.43 eV
**DFT total energy**: -78288.7105 eV
**ΔE to the lowest compared entry with this formula, charge and spin**: 0.0 kJ/mol
**Charge**: -1
**Highest occupied orbital energy**: -5.2 eV

Formula: C23H34N4O2
Source: the OMol25 dataset
Level of theory: ωB97M-V with the def2-TZVPD basis set

The geometry in XYZ format:
```
63
Properties=species:S:1:pos:R:3:forces:R:3:mulliken_charge:R:1
O -2.86131 -3.06753 1.55776 -0.033 -0.164 0.234 -0.6893
O -3.35657 1.10053 1.18944 -0.269 0.142 0.310 -0.6691
N -2.03233 -1.81351 -0.15041 0.082 -0.416 0.398 0.6831
N -1.13174 -1.55325 -1.08177 0.690 -0.168 -0.790 -0.9218
N 0.42322 2.46608 1.49068 -0.051 0.040 0.065 0.7647
N -1.87905 1.05002 -0.52492 0.335 0.164 -0.285 0.0662
C 0.88708 -1.94412 -2.26539 0.294 0.129 -0.347 0.4965
C 1.02146 -0.62805 -2.70459 -0.012 -0.138 0.106 -0.1768
C 2.69848 -1.28330 -4.30724 -0.072 -0.070 0.026 1.0668
C 1.12482 4.19074 3.11711 -0.045 0.228 -0.231 1.1455
C -2.81261 0.51699 0.27825 -0.062 -0.560 -0.275 0.7000
C -1.33490 2.37677 -0.35875 0.246 0.182 0.095 -0.8893
C -0.75658 -3.65827 0.63353 0.311 -0.056 -0.240 -0.8793
C 0.53794 0.00901 1.95961 0.128 0.100 0.265 2.9889
C 1.66867 -2.92621 -2.87168 -0.155 0.120 0.157 -0.7423
C 0.15339 2.37493 0.07620 -0.223 0.062 -0.106 -1.2058
C 1.91511 -0.30512 -3.70478 0.007 -0.058 -0.036 -1.0307
C -0.08611 1.36660 2.29712 0.022 -0.226 -0.197 -1.4062
C 0.08629 3.75736 2.07235 0.247 -0.109 0.311 -1.6469
C 2.49738 4.32532 2.46560 -0.182 -0.169 0.204 -1.4092
C -3.17762 -0.92938 -0.10576 -0.544 0.359 0.266 -1.0014
C 0.00326 -1.04288 2.92851 -0.025 0.141 -0.279 -1.9674
C 3.68242 -0.92585 -5.37663 0.069 0.023 0.043 -1.4569
C 0.16506 -3.38392 -0.31468 -0.390 -0.086 0.399 -0.5307
C 2.06048 0.07982 2.03006 -0.266 -0.043 -0.250 -1.7708
C 0.69780 5.50407 3.76601 0.032 -0.326 0.005 -1.6809
C -0.06092 -2.28950 -1.20243 -0.656 0.191 0.306 0.9086
C 2.55647 -2.59708 -3.87696 0.057 0.095 -0.060 -0.9058
C -1.96557 -2.87078 0.76053 -0.050 0.081 -0.113 0.6733
H 1.42482 5.81285 4.51353 0.044 0.096 0.082 0.4211
H 2.49034 5.12580 1.72844 0.018 0.145 -0.123 0.2887
H -0.91197 3.74308 2.53629 -0.041 0.052 -0.072 0.3087
H 3.86104 -1.76934 -6.03903 0.038 -0.014 -0.078 0.3859
H 1.18558 3.42217 3.89335 -0.037 -0.032 0.002 0.1592
H 0.07212 4.50804 1.27829 -0.034 0.067 -0.019 0.6356
H 2.75875 3.39623 1.96740 0.103 -0.069 -0.079 0.2456
H -3.66220 -0.91092 -1.08649 0.058 -0.093 0.073 0.2833
H 2.00830 0.72265 -4.02503 0.008 0.108 -0.037 0.3754
H 3.14760 -3.37474 -4.33894 0.050 -0.074 -0.063 0.3720
H 2.37754 0.32251 3.04143 0.085 0.052 0.172 0.3097
H 0.16596 1.59611 3.33481 -0.038 -0.045 0.074 0.6264
H -1.44332 0.43297 -1.20096 -0.183 0.088 0.141 0.1522
H 4.63433 -0.64421 -4.92494 0.082 0.028 -0.052 0.2753
H 0.41417 -2.02298 2.69384 0.027 -0.104 0.037 0.3979
H -1.43265 2.90848 -1.31087 -0.018 0.031 0.101 0.2990
H -1.18289 1.29099 2.23966 0.006 0.039 0.078 0.1411
H 0.65321 3.22417 -0.39761 0.005 -0.058 -0.037 0.6105
H 3.25598 4.55114 3.21133 0.128 0.056 0.047 0.4362
H 0.62885 1.46656 -0.30376 0.034 0.013 -0.122 0.4957
H 1.07486 -3.95893 -0.39302 0.058 -0.065 0.007 0.4209
H -0.64060 -4.46778 1.33769 0.007 -0.039 0.059 0.4810
H 0.24948 -0.28324 0.94415 -0.044 0.014 -0.026 -1.0835
H 0.28096 -0.79180 3.94991 0.039 0.019 0.160 0.5065
H -1.08157 -1.10403 2.87730 -0.160 -0.060 0.059 0.3721
H -3.86381 -1.32850 0.64494 0.168 0.157 -0.211 0.4198
H 0.42645 0.14744 -2.24808 -0.028 0.076 0.047 0.2774
H 1.56424 -3.95999 -2.57784 -0.004 -0.105 0.042 0.4456
H 2.43470 0.84965 1.36107 0.133 0.076 -0.045 0.2848
H -0.26983 5.39788 4.25140 -0.122 0.060 0.076 0.4114
H 2.50085 -0.87479 1.74842 0.097 -0.109 0.007 0.4810
H 0.62135 6.29024 3.01735 -0.010 0.136 -0.086 0.3522
H 3.32792 -0.08183 -5.96371 0.023 0.038 -0.079 0.3815
H -1.94613 2.88355 0.39045 0.023 0.047 -0.114 0.5170
```
Forces are in eV/Å.

Summary:
**Lowest unoccupied orbital energy**: -0.26 eV
**DFT total energy**: -34458.8018 eV
**ΔE to the lowest compared entry with this formula, charge and spin**: 149.7 kJ/mol
**Highest occupied orbital energy**: -8.2 eV
**SMILES string**: Cc1ccc(-c2ccc(=O)n(CC(=O)NCCN(CC(C)C)CC(C)C)n2)cc1

Formula: C23H34N9O2ReS
Source: the OMol25 dataset
Level of theory: ωB97M-V with the def2-TZVPD basis set

The geometry in XYZ format:
```
70
Properties=species:S:1:pos:R:3:forces:R:3:mulliken_charge:R:1
Re 0.19251 0.61642 -0.13423 0.910 0.783 1.208 0.5741
S -1.70128 1.65426 -1.13169 0.930 -0.599 -0.211 -0.2498
O -0.23929 -1.35807 -0.62251 -0.680 0.836 -0.600 -0.4889
O -0.44905 -3.43110 0.12188 -0.169 0.086 -0.510 -0.8068
N -2.91477 2.74851 -3.82706 1.648 0.164 0.227 0.3201
N 1.84984 -0.98944 1.01106 -0.416 0.416 -0.603 -0.4695
N 0.56098 1.72464 1.16170 -0.909 -1.558 -1.653 0.3052
N -1.60907 -1.20577 2.22880 -0.079 -0.099 0.095 -0.2899
N -0.39296 -3.08775 2.71533 -0.188 -0.074 -0.193 -0.1218
N -0.24148 -1.21169 4.08351 0.116 -0.067 0.090 -0.2511
N 0.87917 0.64945 -2.19665 -3.162 0.658 1.382 0.1334
N 0.05201 1.05908 -3.11001 2.408 0.068 -1.374 -0.7965
N -1.67346 2.29783 -3.79921 -0.366 0.877 -1.957 -0.7798
C -6.32967 2.43773 -2.58545 -0.020 -0.072 -0.043 -0.5283
C -4.11651 0.80835 -3.00906 0.190 0.294 -0.277 0.0347
C -5.27521 0.27886 -2.47757 -0.092 0.084 -0.005 -0.5791
C 0.10062 2.48222 3.40296 0.177 0.073 -0.357 -1.2911
C 0.66534 4.08044 1.52721 0.040 -0.381 0.086 -1.6056
C -4.05544 2.17123 -3.31775 -1.194 -0.557 0.898 0.5338
C 2.43241 2.51077 2.41644 -0.392 0.054 -0.113 -1.4936
C 1.99135 -0.02138 -2.64825 1.453 -0.732 -1.006 0.1658
C -1.08209 1.65336 -2.83449 -1.402 -0.157 2.826 0.2631
C 2.06729 -3.45268 2.75022 -0.201 -0.153 -0.157 -0.4826
C 4.20943 -0.88161 -2.26641 0.152 -0.059 -0.040 -0.5217
C -5.18518 2.97646 -3.13734 0.330 -0.159 -0.003 -0.6618
C 1.69221 -2.30760 0.38884 -0.426 -0.337 -0.173 0.8554
C 4.21361 -1.46986 -3.52370 0.010 0.051 0.086 -0.5597
C 0.20234 -2.40613 -0.08817 1.077 -0.979 0.933 -0.0707
C -0.74456 -1.85200 3.01287 -0.215 -0.036 0.033 0.5280
C 2.01943 -0.58724 -3.93302 -0.235 0.211 0.366 -0.3780
C 3.12424 -0.14648 -1.83288 -0.549 0.241 -0.034 -0.2150
C -6.37249 1.09381 -2.23955 -0.041 -0.046 0.024 -0.5239
C 0.69191 -3.84281 3.30934 0.550 0.080 0.166 -1.1842
C 2.17208 -3.52099 1.21767 0.009 0.150 -0.028 -1.0790
C 0.93151 2.68796 2.12364 0.435 0.707 0.521 1.4257
C 3.12155 -1.29374 -4.36012 0.101 -0.089 -0.013 -0.6057
H 2.78512 -4.16785 3.15481 0.016 0.070 0.095 0.4546
H -0.67224 -0.35838 4.39860 0.008 0.004 -0.045 0.2848
H 5.07057 -0.98220 -1.62443 0.142 0.014 0.063 0.4454
H -1.88798 -0.25608 2.41360 0.115 -0.015 -0.066 0.1563
H 0.68314 -3.74657 4.39861 -0.077 -0.110 -0.043 0.3614
H 3.12416 -1.71139 -5.35454 0.010 -0.099 -0.088 0.3973
H -7.26619 0.67807 -1.79924 -0.082 -0.024 -0.006 0.3990
H 2.80284 -0.64929 0.93044 -0.114 -0.011 0.089 0.3262
H -5.32731 -0.77840 -2.26196 0.017 -0.044 0.044 0.4093
H -3.26820 0.17740 -3.22592 0.044 -0.073 0.069 0.5279
H 1.61438 -4.39012 0.85921 0.131 0.003 -0.032 0.3401
H -3.02280 3.59737 -4.37303 0.116 -0.402 -0.168 0.2460
H 1.06818 4.85814 2.16873 0.005 0.125 0.090 0.4244
H 3.13962 0.37733 -0.88313 0.011 -0.027 -0.063 0.5651
H -5.14205 4.01900 -3.41607 -0.021 0.151 0.023 0.3611
H 2.61785 1.54264 2.87525 0.038 -0.152 0.090 0.2844
H -0.62539 -3.42770 1.76110 -0.108 0.243 0.287 0.4137
H 1.60212 -1.01565 1.99721 0.064 0.177 -0.157 -0.0089
H -1.94950 -1.64335 1.38613 0.006 0.011 -0.084 0.2610
H 3.22207 -3.69012 0.97363 -0.020 0.010 -0.017 0.4808
H -0.95628 2.43760 3.14750 -0.119 0.033 0.000 0.3693
H 0.25655 3.30706 4.09102 0.025 0.107 0.124 0.4357
H 5.06754 -2.04408 -3.85036 0.057 -0.017 -0.033 0.4153
H 1.13035 4.13630 0.54787 0.103 0.106 -0.104 0.3561
H 0.28257 -1.72716 4.77112 -0.048 -0.006 -0.043 0.1699
H 0.50178 -4.88906 3.06699 -0.063 0.055 0.127 0.4553
H 1.15622 -0.46195 -4.56592 -0.043 -0.020 -0.074 0.4547
H 2.98443 2.56482 1.48276 0.142 0.072 -0.086 0.3622
H 2.78122 3.28935 3.08676 0.087 0.101 0.112 0.4352
H 2.36879 -2.47014 3.12198 0.048 -0.007 0.075 0.2383
H 0.39701 1.56025 3.89873 0.058 -0.126 0.050 0.0792
H -7.19317 3.06571 -2.42731 -0.061 0.049 0.009 0.3771
H -0.40298 4.22541 1.39970 -0.151 0.087 -0.020 0.3850
H 2.27027 -2.29198 -0.54619 -0.139 0.035 0.190 0.2312
```
Forces are in eV/Å.

Summary:
**Lowest unoccupied orbital energy (spin up / spin down)**: -3.55 / -3.66 eV
**DFT total energy**: -54868.1981 eV
**ΔE to the lowest compared entry with this formula, charge and spin**: 16.2 kJ/mol
**Charge**: +1
**⟨S²⟩**: 1.146
**Highest occupied orbital energy (spin up / spin down)**: -9.9 / -9.7 eV
**Spin multiplicity**: 2